A molecular structure, C21H29AsF6N4OS5Ti. Source: the OMol25 dataset; level of theory: ωB97M-V/def2-TZVPD.

Calculated values
Gap between HOMO and LUMO (alpha / beta): 0.2533 / 0.2533 Ha
E: -6787.48519 Ha
Strongest force on any atom: 0.707 eV Å⁻¹
Total charge: 0
LUMO (alpha / beta): -1.184 / -1.185 eV

CARTESIAN COORDINATES (ANGSTROEM)
Ti (0.16351, 0.17213, 0.01141)
S (1.94019, -1.01295, -1.05895)
C (3.20220, 0.12472, -1.44551)
C (4.19861, -0.16888, -2.37637)
C (5.17605, 0.76954, -2.64709)
C (5.16988, 2.00466, -1.99868)
C (4.18754, 2.30035, -1.07400)
C (3.20016, 1.35465, -0.79410)
S (1.98465, 1.62363, 0.41851)
H (4.19427, -1.12617, -2.88179)
H (5.94743, 0.54528, -3.37225)
H (5.93368, 2.73694, -2.22442)
H (4.16787, 3.25764, -0.56962)
C (-0.42822, -2.79343, -1.56102)
N (-0.92973, -1.39735, -1.59984)
C (-0.79586, -0.95525, -3.00659)
C (-2.37326, -1.41726, -1.27453)
C (-2.85653, -0.05030, -0.88502)
N (-2.14513, 0.43960, 0.30980)
C (-2.47937, 1.87987, 0.46112)
C (-2.67427, -0.25085, 1.50747)
H (-1.17896, -3.46204, -1.99577)
H (-0.20041, -3.09926, -0.54420)
H (0.48159, -2.86971, -2.14653)
H (-1.18240, -1.74339, -3.66296)
H (0.25130, -0.76952, -3.23277)
H (-1.36948, -0.05196, -3.17850)
H (-2.54148, -2.11400, -0.46281)
H (-2.93970, -1.79247, -2.13514)
H (-3.93514, -0.07328, -0.68624)
H (-2.69410, 0.66693, -1.68605)
H (-3.56845, 1.99320, 0.43916)
H (-2.04971, 2.45143, -0.35367)
H (-2.10674, 2.24555, 1.40957)
H (-3.74165, -0.02516, 1.60563)
H (-2.16198, 0.08993, 2.39871)
H (-2.55347, -1.32366, 1.42619)
N (2.50187, -0.98459, 2.24084)
C (1.42008, -1.72398, 2.50315)
N (0.40427, -1.93778, 1.68871)
C (-0.44146, -2.90427, 2.27650)
C (-1.50954, -3.57599, 1.68642)
C (-2.25318, -4.49207, 2.41208)
C (-1.94359, -4.78484, 3.73560)
C (-0.84619, -4.18580, 4.32666)
C (-0.10681, -3.27836, 3.58535)
S (1.37543, -2.51839, 4.05470)
H (2.50827, -0.42438, 1.39804)
H (3.01816, -0.60999, 3.01886)
H (-1.75271, -3.41973, 0.65254)
H (-3.08172, -4.99472, 1.93023)
H (-2.53736, -5.49749, 4.29120)
H (-0.55686, -4.42993, 5.34022)
F (-0.08929, 0.87370, 1.88927)
As (0.04780, 1.79981, 3.63410)
F (0.26240, 3.20272, 2.68816)
F (-1.65837, 1.99366, 3.52323)
F (0.14693, 2.57274, 5.14101)
F (-0.21432, 0.22154, 4.25769)
F (1.72982, 1.47166, 3.56611)
C (-0.77110, 2.70337, -5.44387)
O (-0.17856, 2.29791, -4.20639)
C (-0.93034, 2.26716, -3.10541)
S (-2.54497, 2.58021, -3.12327)
S (0.15953, 1.93032, -1.76121)
H (0.03599, 2.65590, -6.16867)
H (-1.16252, 3.71628, -5.36181)
H (-1.58308, 2.03110, -5.71711)

3 unconnected molecules or ions with the total composition C21H29BCl2F2O2P at a distorted geometry. Source: the OMol25 dataset; level of theory: ωB97M-V/def2-TZVPD.

Calculated values
Gap between HOMO and LUMO: 0.2226 Ha
E: -2454.24367 Ha
Strongest force on any atom: 4.500 eV Å⁻¹
Total charge: -1
LUMO: 2.553 eV

CARTESIAN COORDINATES (ANGSTROEM)
C (-3.51853, -5.90332, -1.02801)
C (-2.69528, -4.68690, -0.42878)
B (-2.10063, -3.76545, -1.61497)
O (-1.63189, -4.34806, -2.81697)
P (-1.99153, -1.81025, -1.34462)
C (-3.91969, -1.64147, -1.43747)
C (-0.02982, -1.93354, -1.23286)
C (0.35510, -2.22512, 0.27518)
C (1.88208, -2.59331, 0.48603)
O (0.68971, -3.58550, 0.56402)
C (-1.79114, 0.11907, -1.15324)
Cl (-1.38687, 1.00353, -2.66704)
C (-1.93405, 0.83413, -0.03480)
C (-2.32244, 0.31162, 1.32106)
Cl (-1.66802, 2.62640, -0.11366)
H (-3.42949, -6.74091, -0.30824)
H (-3.09820, -6.22716, -1.99374)
H (-4.58020, -5.63468, -1.16559)
H (-1.85121, -5.11658, 0.15191)
H (-3.37795, -4.12133, 0.22763)
H (-0.89189, -4.93816, -2.60037)
H (-1.85062, -1.69499, -2.79354)
H (-2.01659, -2.08584, 0.07932)
H (-4.29290, -1.86742, -2.45831)
H (-4.40624, -2.33772, -0.72528)
H (-4.24878, -0.61530, -1.17665)
H (0.37484, -2.78488, -1.80565)
H (0.44663, -0.95868, -1.43543)
H (-0.12403, -1.61016, 1.06185)
H (2.40396, -3.11452, -0.32221)
H (2.11018, -2.81232, 1.53726)
H (-1.69526, 0.83217, 2.07840)
H (-3.35637, 0.64423, 1.55931)
H (-2.25480, -0.75615, 1.53616)
F (3.70889, -0.58521, 1.82662)
C (4.82221, -0.64039, 1.08517)
C (5.09193, 0.37952, 0.19180)
C (6.24876, 0.32305, -0.57226)
C (7.11592, -0.75462, -0.44311)
C (6.82917, -1.77432, 0.45461)
C (5.67837, -1.71639, 1.22823)
H (4.39994, 1.20659, 0.09904)
H (6.47370, 1.11968, -1.26982)
H (8.01605, -0.79873, -1.04390)
H (7.50238, -2.61666, 0.55236)
H (5.44218, -2.49787, 1.93892)
F (-0.51515, 9.85800, 2.05889)
C (-0.80542, 8.59342, 1.68518)
C (-1.52405, 8.38050, 0.52504)
C (-1.81755, 7.07888, 0.13965)
C (-1.39897, 6.01024, 0.92212)
C (-0.68152, 6.24220, 2.08787)
C (-0.37687, 7.54183, 2.47131)
H (-1.84857, 9.22651, -0.06764)
H (-2.37354, 6.89771, -0.77124)
H (-1.63206, 4.99592, 0.62278)
H (-0.35867, 5.40945, 2.69952)
H (0.18897, 7.74143, 3.37254)

5 unconnected molecules or ions with the total composition C21H29BClN5O3 at a distorted geometry. Source: the OMol25 dataset; level of theory: ωB97M-V/def2-TZVPD.

Calculated values
Gap between HOMO and LUMO: 0.2969 Ha
E: -1802.18479 Ha
Strongest force on any atom: 1.525 eV Å⁻¹
Total charge: 0
LUMO: 0.146 eV

CARTESIAN COORDINATES (ANGSTROEM)
C (-3.99866, 1.18387, 1.56581)
O (-2.61021, 0.87632, 1.59813)
B (-2.28247, -0.26097, 0.91195)
O (-2.58798, -1.45286, 1.49149)
C (-1.53316, -0.20497, -0.48689)
C (-2.34915, 0.10837, -1.77057)
N (-1.37369, 0.73929, -2.69983)
C (-0.75133, 1.66447, -1.78274)
O (-0.58951, 2.84443, -1.97959)
C (-0.46585, 0.89933, -0.46840)
Cl (1.16321, 0.15719, -0.53574)
H (-4.11658, 2.19763, 1.90439)
H (-4.56794, 0.53081, 2.20672)
H (-4.40234, 1.13190, 0.55972)
H (-2.41025, -2.16373, 0.87805)
H (-1.05721, -1.15681, -0.68789)
H (-3.11972, 0.84610, -1.61958)
H (-2.76852, -0.78343, -2.19231)
H (-0.67177, 0.01415, -2.84241)
H (-0.48147, 1.57338, 0.37052)
N (-0.21686, 7.43028, -1.26020)
C (-0.73012, 6.16379, -1.32513)
C (-1.54589, 5.98858, -0.24077)
C (-1.52601, 7.19857, 0.50633)
C (-0.69725, 8.06846, -0.14860)
H (0.41717, 7.82921, -1.92494)
H (-0.47124, 5.49807, -2.12948)
H (-2.09512, 5.09233, -0.00758)
H (-2.05754, 7.40429, 1.41990)
H (-0.40909, 9.07991, 0.07911)
N (0.26179, -5.07170, -3.84715)
C (0.56515, -3.74530, -3.97612)
C (0.58232, -3.19575, -2.72287)
C (0.27704, -4.23376, -1.80121)
C (0.08425, -5.37977, -2.52761)
H (0.17991, -5.72080, -4.60660)
H (0.74333, -3.30843, -4.94306)
H (0.79045, -2.16573, -2.48889)
H (0.20836, -4.14489, -0.72837)
H (-0.16150, -6.38303, -2.22269)
N (1.29590, -6.42773, 0.93198)
C (2.33507, -5.72835, 1.48130)
C (2.62761, -6.29549, 2.69207)
C (1.73044, -7.38225, 2.87905)
C (0.92259, -7.43827, 1.77581)
H (0.87367, -6.22763, 0.04527)
H (2.77440, -4.89239, 0.96493)
H (3.39885, -5.96949, 3.36879)
H (1.68483, -8.04525, 3.72609)
H (0.11867, -8.10644, 1.52004)
N (2.82669, 2.40433, 1.24149)
C (3.11174, 3.73628, 1.12503)
C (3.11255, 4.27818, 2.38279)
C (2.81864, 3.22874, 3.29463)
C (2.64889, 2.08573, 2.55912)
H (2.75349, 1.75385, 0.47745)
H (3.28532, 4.18329, 0.16164)
H (3.30001, 5.31088, 2.62292)
H (2.73944, 3.30503, 4.36576)
H (2.41668, 1.07818, 2.85891)

A molecular structure, C21H29BCsN3O3PS at a distorted geometry. Source: the OMol25 dataset; level of theory: ωB97M-V/def2-TZVPD.

Calculated values
Gap between HOMO and LUMO: 0.2312 Ha
E: -1991.15928 Ha
Strongest force on any atom: 9.732 eV Å⁻¹
Total charge: +1
LUMO: -3.679 eV

CARTESIAN COORDINATES (ANGSTROEM)
C (-5.14250, -0.64848, 2.48602)
C (-3.83406, -0.66806, 1.92191)
C (-2.26033, -0.29041, 1.49982)
C (-0.95786, -0.64312, 2.48369)
C (-1.32709, -1.43659, 3.89035)
S (-1.84953, -3.19038, 3.34110)
C (-0.66074, -3.79926, 1.97479)
C (-1.32451, -3.51400, 0.48978)
C (0.61158, -0.22697, 2.08214)
N (1.80598, -0.49442, 2.97310)
C (1.99321, 0.63925, 3.77195)
C (0.92722, 1.07771, 4.97924)
C (3.27921, 1.68196, 3.57598)
C (0.80223, 0.50899, 0.62973)
C (-0.45953, 0.82987, -0.36660)
C (-2.00405, 0.46650, 0.04567)
P (-3.45283, 0.89880, -1.12192)
C (-3.60180, 2.78905, -1.35577)
C (-2.97173, 0.06180, -2.80716)
C (-4.07030, 0.49069, -3.94675)
C (0.20449, 1.51883, -1.69774)
O (-0.33284, 2.35877, -2.61274)
N (1.63385, 0.96021, -1.62329)
B (2.59383, 1.39477, -2.71530)
O (2.76638, 2.83561, -3.11742)
N (3.51256, 0.41329, -3.48312)
C (2.79027, -0.87562, -3.80755)
C (4.78314, 0.13627, -2.71032)
C (2.12185, 1.04372, -0.18270)
O (3.33996, 1.42144, 0.21298)
H (-6.23061, -0.61580, 2.97472)
H (-0.40544, -1.60217, 4.59519)
H (-2.26357, -0.95803, 4.40962)
H (-0.47789, -4.96631, 2.03802)
H (0.37722, -3.25970, 2.00159)
H (-2.47914, -3.72202, 0.52159)
H (-1.08619, -2.41044, 0.10976)
H (-0.87992, -4.22709, -0.35669)
H (0.47842, 0.15860, 5.54772)
H (0.13777, 1.84805, 4.58215)
H (1.59794, 1.65725, 5.77814)
H (3.90405, 1.62764, 4.59169)
H (2.80409, 2.74485, 3.40542)
H (4.01527, 1.33850, 2.73263)
H (-2.54930, 3.34934, -1.33550)
H (-4.22061, 3.04563, -2.34262)
H (-4.27118, 3.19165, -0.46286)
H (-1.85638, 0.26917, -3.11516)
H (-3.10936, -1.10261, -2.61590)
H (-5.17733, 0.48003, -3.53713)
H (-3.82574, 1.60240, -4.27971)
H (-3.96839, -0.24605, -4.85143)
H (3.71273, 2.94300, -3.44529)
H (2.68858, -1.60963, -2.89642)
H (3.46684, -1.44390, -4.61052)
H (1.74585, -0.70858, -4.31897)
H (4.67513, -0.74159, -1.91083)
H (5.59143, -0.26717, -3.48943)
H (5.24220, 1.11296, -2.22983)
Cs (3.44749, -3.22821, -2.29984)